1.
ORCA calculation (ωB97M-V/def2-TZVPD) on a structure of composition C30H40N3P2SeZr in a non-equilibrium geometry.

Structure (XYZ):
```
77
Properties=species:S:1:pos:R:3:forces:R:3
Zr 10.26594 10.29000 7.51336 1.09 0.22 0.22
C 11.77474 6.51229 9.26413 0.82 -0.37 0.21
C 12.91448 7.05692 8.40472 -0.34 -0.21 -0.37
C 14.20358 7.25990 9.18199 0.03 0.31 0.23
P 12.31612 8.57586 7.52501 -0.11 0.22 0.29
C 13.23499 8.92455 5.97496 -0.52 -0.04 -0.26
C 14.73356 9.15262 5.98684 0.48 0.10 -0.30
C 12.47508 10.08737 5.28014 1.12 -1.50 -0.72
C 12.50097 9.93945 8.74853 -0.19 0.29 0.03
C 13.68552 10.71561 8.87603 -0.45 0.11 0.41
C 13.84180 11.52803 9.97643 0.52 0.01 0.34
C 12.87718 11.58313 10.99643 0.86 0.12 -0.14
C 11.69428 10.92319 10.85458 -0.10 0.07 -0.36
C 11.45935 10.12338 9.72986 0.66 -0.01 -0.15
N 10.19018 9.63810 9.39193 -0.43 0.34 -0.39
C 9.08723 9.36696 10.26908 1.50 0.19 0.05
C 9.27311 9.21071 11.63336 -0.31 -0.61 0.20
C 8.18634 8.91765 12.43708 -0.95 0.33 -1.13
C 6.90932 8.85650 11.84719 0.39 0.08 0.65
C 6.75283 8.97667 10.47233 -0.40 -0.04 0.58
C 7.85409 9.24369 9.66204 -0.74 -0.31 -0.36
P 7.90908 9.18805 7.85252 -0.77 -0.05 -0.20
C 7.39797 7.51959 7.23804 -0.55 0.30 -0.09
C 8.29501 6.39183 7.72645 0.18 0.05 -0.07
C 5.89910 7.26826 7.53630 0.16 -0.05 0.38
C 6.81779 10.40283 6.94285 -0.26 -0.13 -0.34
C 7.70018 11.55563 6.40890 -0.19 -0.87 0.80
C 5.64296 10.95029 7.74406 -0.20 0.27 0.17
H 12.12250 5.60565 9.76016 0.03 0.00 0.04
H 10.93878 6.23456 8.66110 -0.63 -0.09 -0.28
H 11.47443 7.19911 10.04469 -0.11 0.28 0.17
H 13.11027 6.35374 7.58184 -0.12 0.10 0.04
H 14.06422 7.92933 10.02994 -0.11 -0.02 0.12
H 15.01130 7.67111 8.59311 0.18 0.06 -0.28
H 14.54465 6.29972 9.56493 -0.07 -0.08 0.02
H 13.04897 7.99350 5.38929 -0.06 0.49 0.32
H 15.02989 10.10106 6.42795 -0.04 -0.03 0.11
H 15.11667 9.19298 4.96563 -0.19 -0.04 -0.11
H 15.28001 8.34051 6.45224 0.01 -0.07 0.25
H 12.65874 11.01993 5.75057 0.33 1.04 0.51
H 11.42205 9.88277 5.19279 -0.94 -0.20 -0.15
H 12.83370 10.12994 4.24281 -0.16 0.35 0.20
H 14.50097 10.63528 8.17224 -0.16 -0.09 0.01
H 14.77416 12.06379 10.14423 -0.14 -0.08 -0.26
H 13.12500 12.13298 11.90310 -0.29 0.01 -0.20
H 10.93199 11.04026 11.58262 -0.47 0.08 0.48
H 10.24134 9.20458 12.08943 0.40 0.08 -0.03
H 8.31712 8.76828 13.48712 0.00 -0.06 0.45
H 6.04252 8.73299 12.49469 0.14 -0.17 -0.28
H 5.74541 8.84890 10.09937 0.11 0.13 -0.32
H 7.48249 7.64598 6.15448 0.16 -0.07 -0.08
H 8.25356 6.32499 8.81643 0.03 -0.15 -0.05
H 9.34218 6.51499 7.41788 -0.27 0.13 0.04
H 7.95709 5.44825 7.29038 -0.06 0.07 0.17
H 5.72434 7.04057 8.60108 0.09 0.21 -0.38
H 5.59311 6.38644 6.98566 0.01 -0.24 -0.13
H 5.22836 8.06894 7.20337 0.25 -0.05 0.16
H 6.41293 9.81091 6.08175 0.39 0.42 0.58
H 8.08271 12.14856 7.23841 -0.09 0.31 0.14
H 7.16873 12.20185 5.72507 -0.10 0.22 -0.17
H 8.55862 11.16912 5.85325 0.42 -0.20 -0.58
H 5.94553 11.53244 8.62008 0.21 0.00 -0.14
H 5.00982 10.15761 8.12469 -0.18 -0.17 -0.07
H 5.02271 11.60594 7.11892 0.16 -0.19 0.08
Se 11.64586 13.51680 6.38565 -0.17 -0.38 0.22
N 10.62443 12.58477 7.61124 -0.09 -0.85 -0.07
C 10.34101 13.40800 8.62807 0.39 0.89 -0.17
C 9.45430 13.19356 9.71981 -0.07 0.05 0.08
C 9.22947 14.21231 10.60097 0.17 0.25 0.11
C 9.90917 15.48639 10.52123 -0.04 -0.42 -0.28
C 10.78024 15.73729 9.51311 -0.02 0.48 -0.23
C 10.98696 14.73638 8.49840 -0.63 -0.75 0.28
N 11.66451 14.91722 7.39256 0.21 0.63 0.31
H 8.89790 12.27335 9.84315 0.05 -0.19 -0.11
H 8.50051 14.06858 11.40272 0.26 0.03 -0.25
H 9.68284 16.25261 11.25158 0.04 -0.08 0.01
H 11.25845 16.71539 9.39247 -0.12 -0.46 0.06
```
Positions in Å, forces in eV/Å.

Maximum force: 0.039 Eh/bohr
HOMO level: -16.80 eV
Energy: -121408.60017 eV
HOMO-LUMO gap: 6.5000 eV
Charge: +3

These are the Mulliken partial charges, in e, on atoms 1 to 4: -0.904 -1.224 0.519 -1.381

---

2.
ORCA calculation (ωB97M-V/def2-TZVPD) on the ion C5H12NS with charge +1 in a non-equilibrium geometry.

Structure (XYZ):
```
19
Properties=species:S:1:pos:R:3:forces:R:3
C -2.14942 -0.47955 1.34288 1.87 -0.19 -1.19
N -1.19132 -0.13626 0.52041 -2.40 -1.34 1.54
C -1.51326 0.50444 -0.74558 -0.48 0.56 -0.35
C 0.24498 -0.29847 0.89802 1.37 2.13 0.41
C 1.40318 -0.37343 -0.22235 -0.73 0.27 0.45
C 1.56517 1.05536 -0.81939 1.17 -1.23 -1.44
S 1.05264 -1.83740 -1.31336 -1.64 0.02 0.04
H -1.95667 -0.91294 2.30467 0.68 -0.07 0.34
H -3.19569 -0.46982 1.10650 -0.23 0.59 -0.70
H -0.85096 0.08265 -1.49546 -0.21 0.33 -0.19
H -2.57280 0.56508 -1.07036 0.48 -1.11 0.59
H -1.35273 1.53282 -0.50014 0.86 0.93 -0.55
H 0.25445 -0.99055 1.69980 0.19 -1.54 0.12
H 0.53442 0.62124 1.50895 -0.54 -0.64 -1.12
H 2.31551 -0.62115 0.31800 -0.19 0.11 0.33
H 1.38233 1.80428 -0.08508 0.21 0.55 0.72
H 0.92382 1.28535 -1.65207 -0.56 -0.24 -0.27
H 2.56979 1.17492 -1.28250 -0.46 -0.08 0.71
H 2.08591 -2.41144 -1.96528 0.62 0.96 0.56
```
Positions in Å, forces in eV/Å.

Maximum force: 0.061 Eh/bohr
HOMO level: -12.91 eV
Relative energy (zero: lowest compared OMol25 entry of this formula, charge and spin): 223.7 kJ/mol
Energy: -17696.36801 eV
HOMO-LUMO gap: 7.8636 eV
Charge: +1
SMILES string: C=[N+](C)C[C@H](C)S

These are the natural (NBO) partial charges, in e, on atoms 1 to 4: 0.116 -0.208 -0.444 -0.244

---

3.
ORCA calculation (ωB97M-V/def2-TZVPD) on a structure of composition C14H15Br2IrN6O2S in a non-equilibrium geometry.

Structure (XYZ):
```
41
Properties=species:S:1:pos:R:3:forces:R:3
Ir -0.83980 0.97260 -1.64060 0.74 -0.17 -2.03
N 2.56138 -1.50351 4.08144 -0.66 -0.63 -0.65
C 1.29922 -1.40872 3.55874 0.74 0.08 0.36
C 0.60223 -2.51613 3.01624 3.77 0.55 2.40
C -0.52757 -2.31278 2.29221 -2.18 0.66 -2.27
C -1.03123 -1.01686 2.13190 0.35 0.71 0.53
C -0.39464 0.11888 2.76650 -3.50 -1.36 -1.72
C 0.68966 -0.13080 3.55681 2.24 -1.49 0.57
S -2.16540 -0.66512 0.85793 -2.67 -1.65 0.71
O -2.57948 0.66700 1.19690 0.00 0.02 -1.03
O -3.13419 -1.70754 0.50748 2.56 2.04 0.81
N -1.05404 -0.52208 -0.38013 -0.67 -1.54 1.25
C -0.57233 -1.53307 -1.17777 1.26 -3.73 -2.68
N -0.41918 -2.88066 -1.07903 -0.68 0.99 0.35
C 0.12388 -3.59824 -2.13628 -1.32 1.93 2.98
C 0.71040 -2.88270 -3.15516 1.63 -1.21 -1.03
C 0.61484 -1.52427 -3.23283 -1.11 0.30 1.39
N -0.18399 -0.89113 -2.30555 1.49 -0.36 -1.27
H 3.06150 -2.37184 3.93232 -0.15 -0.08 0.26
H 3.14577 -0.73053 3.83914 0.43 0.58 0.42
H 1.16129 -3.44666 3.07287 -0.64 -0.27 -0.05
H -0.85105 -3.14755 1.65180 -0.43 0.46 0.36
H -0.75923 1.15839 2.69989 -0.01 -0.87 -0.37
H 1.17861 0.69850 4.00058 0.45 0.50 0.77
H 0.11691 -4.68496 -1.96274 0.17 0.59 -0.48
H 1.41996 -3.42304 -3.78966 -0.55 0.28 -0.23
H 1.19234 -0.96387 -3.95450 -0.45 0.29 -0.08
Br 0.68860 2.08030 -3.54172 1.30 0.22 -0.78
C 2.66983 2.05027 -4.05961 1.36 -0.15 1.73
Br 3.87999 2.29414 -2.47905 -1.16 0.22 -1.04
H 2.79460 2.85416 -4.78342 -0.21 -0.08 0.17
H 3.03846 1.06935 -4.35057 -0.92 0.07 -0.53
N -2.74938 3.53701 0.31242 1.40 0.07 -0.82
C -1.54139 3.56096 1.01693 -0.64 -0.35 -0.05
C -0.55329 3.11743 0.20858 -1.65 -0.63 -1.21
N -1.20966 2.71560 -1.02240 -1.23 3.49 1.71
C -2.52807 3.07586 -0.93774 0.81 0.50 1.56
H -3.56052 4.03501 0.66120 -0.32 -0.28 -0.23
H -1.56159 3.75757 2.07776 0.21 0.54 -0.14
H 0.50580 3.00788 0.30324 0.25 -0.01 0.21
H -3.23924 3.09117 -1.75408 0.01 -0.22 0.14
```
Positions in Å, forces in eV/Å.

Maximum force: 0.093 Eh/bohr
HOMO level (alpha / beta): -17.35 / -18.03 eV
<S²>: 8.786
Relative energy (zero: lowest compared OMol25 entry of this formula, charge and spin): 222.7 kJ/mol
Energy: -181519.39592 eV
HOMO-LUMO gap (alpha / beta): 7.7870 / 3.9335 eV
Charge: +3
Multiplicity: 6

These are the Mulliken partial charges, in e, on atoms 1 to 4: 0.787 -0.494 0.648 -0.548

---

4.
ORCA calculation (ωB97M-V/def2-TZVPD) on the ion C6H13ClP with charge +1 in a non-equilibrium geometry.

Structure (XYZ):
```
21
Properties=species:S:1:pos:R:3:forces:R:3
C 2.34239 -1.69001 0.12998 1.93 -1.85 -0.02
C 1.25503 -1.29587 0.75964 0.63 1.35 -2.42
C 0.68010 1.52123 1.21645 2.46 -3.03 -1.01
C 0.68386 0.52906 -1.62273 -3.81 4.07 3.55
C -1.40413 -0.55912 -0.01762 -0.74 0.46 2.82
C -2.59950 0.50276 -0.01136 1.83 -0.71 -3.55
P 0.32396 0.07582 0.12362 -0.81 0.94 -0.50
Cl -4.12579 -0.41904 0.06416 0.52 0.68 0.23
H 2.87841 -2.68947 0.42719 -0.99 2.19 -0.62
H 2.78643 -1.09156 -0.68681 -0.19 -0.60 0.47
H 0.79990 -1.85280 1.47773 -1.17 -1.50 2.17
H 0.48860 2.42455 0.73668 -0.01 1.59 -0.98
H 1.83853 1.29434 1.39284 -2.64 1.03 0.28
H -0.01034 1.42855 2.00821 -0.10 -0.11 1.63
H -0.00957 1.51322 -1.81247 1.97 -2.31 0.35
H 0.34173 -0.21237 -2.18947 -1.55 -3.09 -2.50
H 1.65826 0.66377 -1.80682 3.62 1.04 -0.67
H -1.26862 -1.30560 -0.81516 -0.87 0.42 -0.02
H -1.72182 -1.09210 0.92921 1.18 -0.06 -0.89
H -2.50003 0.98099 -1.03960 -0.81 -0.19 1.34
H -2.43740 1.27365 0.73631 -0.45 -0.30 0.33
```
Positions in Å, forces in eV/Å.

Maximum force: 0.128 Eh/bohr
HOMO level: -14.27 eV
Relative energy (zero: lowest compared OMol25 entry of this formula, charge and spin): 190.6 kJ/mol
Energy: -28235.79834 eV
HOMO-LUMO gap: 10.9237 eV
Charge: +1

These are the natural (NBO) partial charges, in e, on atoms 1 to 4: -0.253 -0.589 -0.907 -0.883